Record 1
C3H9NO2 | ωB97M-V with the def2-TZVPD basis set

Structure (ORCA input):
```
! RIJCOSX wB97M-V def2-TZVPD def2/J DEFGRID3
* xyz 0 1
O -1.7129 -0.1790 -0.1473
O 2.0869 0.3722 -0.3532
N 0.6364 2.3128 -0.0439
C -1.1395 -2.4581 0.7988
C 1.0867 1.1213 -0.6796
C -0.5952 -1.0048 0.3420
H -1.6596 -2.4197 1.8457
H 0.1892 3.0145 -0.5420
H -1.5795 -2.9792 -0.0642
H 0.9840 2.6688 0.8232
H 0.4179 -1.1436 -0.1213
H 0.6594 1.0259 -1.6762
H -0.3429 -0.5040 1.3773
H -0.3813 -3.2841 1.0029
H -1.8456 -0.0641 -1.1008
*
```

Calculated values
- HOMO level (Ha) = -0.3681
- calculated total energy (a.u.) = -324.8670
- LUMO level (eV) = 0.742
- SMILES = NC=O.CCO
- ΔE to the lowest compared entry with this formula, charge and spin (kJ/mol) = 277.27

Results of the Mulliken charge analysis, in e, for atoms 1 through 2:
1 O -0.51
2 O -0.58

Record 2
C3H9NO2 | ωB97M-V with the def2-TZVPD basis set

Structure (ORCA input):
```
! RIJCOSX wB97M-V def2-TZVPD def2/J DEFGRID3
* xyz 0 1
O 0.7099 -0.6598 -0.6600
O 1.8774 0.8416 -1.8616
N -1.4117 -2.0894 0.4992
C 0.1084 0.3915 0.9961
C 0.0720 1.6864 0.2428
C 1.0504 -0.0428 -1.7647
H 1.1249 1.7675 -0.0141
H -1.5322 -1.7304 1.4462
H 0.6035 -0.5325 -2.6492
H -0.4086 -2.2287 0.4486
H -0.1587 2.4403 1.0018
H -0.6639 0.1179 1.7141
H -1.6811 -1.2958 -0.0705
H 0.9497 -0.2436 1.2339
H -0.6401 1.5778 -0.5627
*
```

Calculated values
- HOMO level (Ha) = -0.3608
- calculated total energy (a.u.) = -324.8064
- LUMO level (eV) = -1.310
- ΔE to the lowest compared entry with this formula, charge and spin (kJ/mol) = 436.38

Results of the Mulliken charge analysis, in e, for atoms 1 through 2:
1 O -0.54
2 O -0.55

Record 3
C3H9NO2 | ωB97M-V with the def2-TZVPD basis set

Structure (ORCA input):
```
! RIJCOSX wB97M-V def2-TZVPD def2/J DEFGRID3
* xyz 0 1
O -0.4954 2.4349 -1.5398
O 0.2281 -2.2299 2.2034
N -0.7524 -1.3149 0.4287
C 1.2831 -0.1556 1.3556
C -0.6239 -0.5045 -0.8530
C 0.2777 -1.3472 1.2841
H -1.1001 0.5178 -0.7878
H 2.3489 -0.4014 1.0473
H -0.7463 3.3166 -1.3152
H -1.2950 -2.1750 0.3800
H -0.5537 2.3918 -2.5240
H 0.7743 0.6618 0.7314
H 1.1233 0.2973 2.3102
H -0.9116 -1.0092 -1.7228
H 0.4429 -0.4825 -0.9981
*
```

Calculated values
- HOMO level (Ha) = -0.3355
- calculated total energy (a.u.) = -324.9133
- LUMO level (eV) = 0.435
- SMILES = CNC(C)=O.O
- ΔE to the lowest compared entry with this formula, charge and spin (kJ/mol) = 155.72

Results of the Mulliken charge analysis, in e, for atoms 1 through 2:
1 O -0.62
2 O -0.67

Record 4
C3H9NO2 | ωB97M-V with the def2-TZVPD basis set

Structure (ORCA input):
```
! RIJCOSX wB97M-V def2-TZVPD def2/J DEFGRID3
* xyz 0 1
O 1.8651 0.9252 -0.8686
O -1.5984 -1.0213 0.4989
N -2.2048 0.8616 -0.7161
C 1.6652 -1.3242 1.1324
C -0.8360 1.0896 -1.0233
C -2.4292 -0.2526 0.0456
H 0.7150 -1.7688 0.8345
H 1.6871 -0.4391 0.4539
H -0.3652 0.4819 -1.8031
H -3.4944 -0.4288 0.2419
H 1.8502 1.8210 -0.4840
H -0.2503 0.9966 -0.0839
H -0.7855 2.1438 -1.2970
H 1.6953 -1.0945 2.1932
H 2.4860 -1.9903 0.8757
*
```

Calculated values
- HOMO level (Ha) = -0.3452
- calculated total energy (a.u.) = -324.6543
- LUMO level (eV) = -5.111
- ΔE to the lowest compared entry with this formula, charge and spin (kJ/mol) = 835.86

Results of the Mulliken charge analysis, in e, for atoms 1 through 2:
1 O -0.62
2 O -0.40

Record 5
C3H9NO2 | ωB97M-V with the def2-TZVPD basis set

Structure (ORCA input):
```
! RIJCOSX wB97M-V def2-TZVPD def2/J DEFGRID3
* xyz 0 1
O -2.7517 -2.4291 0.0497
O 2.7377 2.4587 0.7400
N -1.2040 -0.8608 -0.8461
C 1.7653 1.9812 -0.0995
C -1.7749 -1.4156 0.3500
C 1.7493 0.6244 -0.2717
H -1.9516 -0.6631 -1.5126
H -0.6031 -1.5567 -1.3265
H 2.2663 -0.0540 0.4244
H 1.1417 0.1213 -1.0250
H -2.2692 -0.6151 0.9576
H -0.9481 -1.8425 1.0020
H 1.1230 2.6908 -0.6317
H -3.1356 -2.7797 0.8561
H 2.4788 3.3476 0.9877
*
```

Calculated values
- HOMO level (Ha) = -0.3158
- calculated total energy (a.u.) = -324.8815
- LUMO level (eV) = 0.939
- SMILES = C=CO.NCO
- ΔE to the lowest compared entry with this formula, charge and spin (kJ/mol) = 239.31

Results of the Mulliken charge analysis, in e, for atoms 1 through 2:
1 O -0.52
2 O -0.47

Record 6
C3H9NO2 | ωB97M-V with the def2-TZVPD basis set

Structure (ORCA input):
```
! RIJCOSX wB97M-V def2-TZVPD def2/J DEFGRID3
* xyz 0 1
O -1.2960 0.4895 0.9507
O -0.5982 0.2316 -1.7792
N 0.5161 1.9191 1.0964
C -0.0928 0.6977 1.0231
C 0.7821 -0.4711 1.4359
C -0.5275 -1.1805 -2.1722
H -0.4617 -1.9741 -1.3647
H -1.2849 0.3255 -1.0023
H -1.5393 -1.3487 -2.6426
H 1.4968 2.0861 1.2914
H 0.6010 -0.3511 2.5260
H 1.8269 -0.4528 1.1497
H 0.3117 -1.1109 -2.9220
H -0.2120 2.6678 1.2345
H 0.4779 -1.5283 1.1752
*
```

Calculated values
- HOMO level (Ha) = -0.3567
- calculated total energy (a.u.) = -324.9115
- LUMO level (eV) = 0.786
- SMILES = CC(N)=O.CO
- ΔE to the lowest compared entry with this formula, charge and spin (kJ/mol) = 160.48

Results of the Mulliken charge analysis, in e, for atoms 1 through 2:
1 O -0.68
2 O -0.51

Record 7
C3H9NO2 | ωB97M-V with the def2-TZVPD basis set

Structure (ORCA input):
```
! RIJCOSX wB97M-V def2-TZVPD def2/J DEFGRID3
* xyz 0 1
O 1.2678 0.3117 0.0962
O -1.2909 -0.5034 0.2084
N -2.2917 1.3143 1.4318
C 1.4583 -0.0346 -1.0348
C 2.7327 -0.7951 -1.2892
C -2.1617 -0.0943 1.1934
H -3.1690 -0.4598 0.9801
H -2.6338 1.8545 0.6559
H 3.3400 -0.5923 -2.1820
H 2.5057 -1.8491 -1.3566
H 3.4167 -0.6230 -0.4581
H -1.8546 -0.5587 2.1287
H 0.8650 0.2711 -1.9106
H -0.6749 -0.0100 -0.3341
H -1.5097 1.7687 1.8710
*
```

Calculated values
- HOMO level (Ha) = -0.3407
- calculated total energy (a.u.) = -324.8865
- LUMO level (eV) = 0.929
- SMILES = CC=O.NCO
- ΔE to the lowest compared entry with this formula, charge and spin (kJ/mol) = 226.13

Results of the Mulliken charge analysis, in e, for atoms 1 through 2:
1 O -0.47
2 O -0.49

Record 8
C3H9NO2 | ωB97M-V with the def2-TZVPD basis set

Structure (ORCA input):
```
! RIJCOSX wB97M-V def2-TZVPD def2/J DEFGRID3
* xyz 0 1
O -3.3660 -2.3031 -0.1046
O 1.4607 0.9091 2.1651
N -0.0039 0.4168 0.5345
C 2.3770 0.8155 -0.0183
C -0.4571 0.5189 -0.8403
C 1.2484 0.7368 0.9813
H -1.4711 0.9065 -0.8578
H -3.6978 -2.4762 0.7890
H -3.2585 -3.2028 -0.4457
H 2.2681 0.1541 -0.8673
H -0.6315 0.3692 1.3232
H 2.4230 1.8309 -0.4356
H 3.2865 0.6730 0.5423
H 0.2623 1.1076 -1.4127
H -0.4402 -0.4563 -1.3531
*
```

Calculated values
- HOMO level (Ha) = -0.3433
- calculated total energy (a.u.) = -324.9455
- LUMO level (eV) = 0.700
- SMILES = CNC(C)=O.O
- ΔE to the lowest compared entry with this formula, charge and spin (kJ/mol) = 71.20

Results of the Mulliken charge analysis, in e, for atoms 1 through 2:
1 O -0.63
2 O -0.63